(1)
# C54H48Cl2CsF5O3P2Si

C54H48Cl2CsF5O3P2Si as an isolated structure in a non-equilibrium geometry (the ωB97M-V functional and the def2-TZVPD basis, the OMol25 dataset).

- HOMO (eV) = -0.547
- E (hartree) = -4724.2919
- net charge = -2
- orbital gap (eV) = 4.087

Each line ends with the Mulliken charge.
Atoms and positions in Å:
Cs -0.22601 0.08110 1.88507  1.61
C 0.51961 3.69115 2.33861  0.58
C -0.82640 3.82999 2.00275  0.24
C -0.91475 3.94474 0.59502  0.89
C 0.38441 3.88424 0.06583  0.62
C 1.27135 3.71581 1.13559  0.10
C 2.76197 3.59298 1.06729  -1.23
C 0.77048 3.99884 -1.37713  -1.24
C -2.19704 4.11033 -0.15442  -0.77
C -2.00910 3.88325 2.92286  -1.42
C 1.12521 3.55011 3.70234  -1.42
H 3.25625 4.51078 1.40754  0.28
H 3.09330 3.39071 0.04986  0.14
H 3.11340 2.77750 1.70502  0.21
H 0.05850 4.61098 -1.93022  0.42
H 0.80811 3.02033 -1.86402  -0.29
H 1.75370 4.46155 -1.47853  0.53
H -2.68197 5.06451 0.08081  0.37
H -2.90057 3.32271 0.11931  -0.33
H -2.04067 4.05903 -1.23024  0.25
H -2.51148 4.85597 2.86544  0.28
H -1.70835 3.72747 3.95799  0.35
H -2.75082 3.11888 2.66532  0.13
H 1.88052 4.32177 3.87889  0.34
H 1.61566 2.58118 3.82596  0.15
H 0.37470 3.63304 4.48524  0.35
C 0.46371 -4.26335 -1.97600  -1.27
Si -0.42155 -2.57958 -1.72054  0.89
C 0.35775 -1.52871 -3.10287  0.10
C -0.20309 -1.64623 -4.36728  -0.58
C 0.44250 -1.17921 -5.49753  -0.97
C 1.71222 -0.63958 -5.37183  -0.89
C 2.28429 -0.49922 -4.12316  -0.35
C 1.59893 -0.89119 -2.97183  0.60
P 2.18858 -0.57731 -1.25749  1.54
C 3.05486 -2.16101 -0.96817  0.32
C 3.88643 -2.74579 -1.93021  -0.30
C 4.45834 -3.97999 -1.69835  -0.71
C 4.21532 -4.65666 -0.50794  -0.61
C 3.37387 -4.09378 0.44384  -0.59
C 2.79868 -2.85929 0.21366  -1.48
C 3.63488 0.50537 -1.60575  0.86
C 4.89400 0.27478 -1.06047  -0.93
C 5.95792 1.10099 -1.37635  -0.42
C 5.78278 2.16919 -2.23969  -0.78
C 4.51650 2.45498 -2.72645  -0.89
C 3.45110 1.64282 -2.39336  -0.81
C -2.24313 -2.77004 -2.14448  0.03
C -2.77296 -3.85212 -2.83074  -0.59
C -4.13750 -3.98335 -3.00306  -0.84
C -4.98736 -3.03464 -2.45687  -0.97
C -4.46972 -1.95757 -1.75962  -0.38
C -3.09510 -1.81025 -1.60873  0.01
P -2.35429 -0.37174 -0.72350  1.87
C -3.71517 -0.22595 0.49606  0.88
C -4.48498 0.92458 0.62832  -0.57
C -5.54030 0.97202 1.52404  -0.89
C -5.84230 -0.13209 2.30547  -0.57
C -5.07253 -1.27936 2.19099  -0.97
C -4.01910 -1.32382 1.29969  -0.76
C -2.96948 0.84250 -2.07440  0.23
C -4.20552 1.10688 -2.65748  0.42
C -4.30118 1.86295 -3.81330  -0.80
C -3.16786 2.38523 -4.41268  -0.67
C -1.93515 2.18097 -3.81925  -0.64
C -1.85065 1.42156 -2.66908  -0.77
H 0.31551 -4.62395 -2.98960  0.38
H 0.10214 -5.02037 -1.28702  0.38
H 1.53135 -4.16676 -1.82722  0.20
H -1.17386 -2.11054 -4.46655  0.40
H -0.02444 -1.26444 -6.47018  0.40
H 2.25692 -0.32352 -6.25307  0.38
H 3.27555 -0.07300 -4.05226  0.44
H 4.07750 -2.22851 -2.86179  0.37
H 5.09345 -4.43279 -2.45008  0.35
H 4.66494 -5.62346 -0.32918  0.38
H 3.16790 -4.62379 1.36409  0.57
H 2.12250 -2.43181 0.93848  0.94
H 5.04205 -0.56396 -0.39021  0.31
H 6.93510 0.90962 -0.94976  0.41
H 6.62704 2.78372 -2.52547  0.34
H 4.36633 3.31058 -3.37170  0.43
H 2.46126 1.87384 -2.75885  0.72
H -2.11244 -4.60782 -3.22994  0.38
H -4.54042 -4.82963 -3.54558  0.38
H -6.06164 -3.13395 -2.57828  0.40
H -5.14884 -1.24300 -1.31450  0.27
H -4.25919 1.77977 0.00678  0.27
H -6.14508 1.86644 1.60409  0.41
H -6.69091 -0.10669 2.97752  0.38
H -5.31489 -2.14989 2.78650  0.44
H -3.42256 -2.21695 1.20598  0.45
H -5.11968 0.72561 -2.21975  0.21
H -5.27316 2.03101 -4.26326  0.39
H -3.23914 2.94803 -5.33651  0.34
H -1.03910 2.60389 -4.25352  0.48
H -0.88648 1.26959 -2.19842  0.17
O -0.24905 -2.26077 -0.13012  -0.51
O -1.38246 -1.79126 0.61028  -0.50
Cl 2.99733 -1.22335 3.71768  -0.04
C 4.49157 -2.05405 3.19469  0.29
Cl 4.67006 -3.62308 3.98661  -0.21
H 5.35783 -1.45285 3.47014  0.33
H 4.42948 -2.23462 2.11976  -0.36
F -0.62950 -1.81932 9.51812  -0.35
C -0.36984 -1.42504 8.23930  0.67
C -0.52374 -2.30451 7.17423  -0.01
F -0.93218 -3.57389 7.42507  -0.33
C -0.26263 -1.90127 5.88365  0.38
F -0.40753 -2.82326 4.89411  -0.31
C 0.16001 -0.57774 5.52386  -0.44
O 0.38629 -0.20496 4.35529  -0.37
C 0.31460 0.26554 6.67334  0.26
F 0.74462 1.53727 6.46439  -0.29
C 0.06597 -0.13275 7.96579  -0.14
F 0.24772 0.73064 8.99728  -0.34


(2)
# C3H6BrO2S

C3H6BrO2S as an isolated structure in a non-equilibrium geometry (the ωB97M-V functional and the def2-TZVPD basis, the OMol25 dataset).

- HOMO (spin up / spin down) (eV) = -3.159 / -3.343
- E (hartree) = -3240.4359
- spin multiplicity = 3
- net charge = -1
- orbital gap (spin up / spin down) (eV) = 6.458 / 5.850

Each line ends with the Mulliken charge.
Atoms and positions in Å:
C 0.58966 -0.28558 0.41164  -1.47
C -0.76393 -0.21951 -0.23712  -0.34
C -1.79931 0.55999 0.53207  -0.16
O -4.43884 1.15083 0.10325  -0.60
O -3.51954 -0.78117 -1.14656  -0.62
S -3.57889 -0.04981 0.13732  0.50
Br -1.69336 0.36749 2.39664  -0.25
H 0.47223 -0.72518 1.38112  0.36
H 1.10727 0.53662 0.60014  0.42
H 1.29046 -0.89514 -0.07888  0.40
H -0.63918 0.14366 -1.22034  0.32
H -1.32850 -1.09358 -0.53829  0.40
H -0.32667 2.73970 -0.15599  0.04


(3)
# C5H6O2

One molecule with the formula C5H6O2 (the ωB97M-V functional and the def2-TZVPD basis, the OMol25 dataset).

- HOMO (spin up / spin down) (eV) = -7.935 / -8.336
- E (hartree) = -344.4285
- orbital gap (spin up / spin down) (eV) = 6.913 / 7.417

Each line ends with the Mulliken charge.
Atoms and positions in Å:
C -1.01011 -1.03812 -0.00048  -1.08
C -0.17133 0.17249 -0.17320  0.75
O 1.07851 0.03688 -0.72489  -0.26
C 1.92494 -0.99584 -0.50237  0.16
O 1.80797 -1.83098 0.34458  -0.45
C -0.41369 1.44382 0.27095  -0.35
C -1.53577 2.27448 0.20228  -0.59
H -1.03893 -1.67224 -0.88985  0.31
H -2.01572 -0.76158 0.32126  0.37
H -0.54416 -1.63610 0.79293  0.34
H 0.54541 1.78501 0.67614  0.26
H 2.75188 -0.89852 -1.21722  0.36
H -1.37899 3.12069 0.89988  0.17


Which of these has the highest E?
C5H6O2